Formula: C27H39N3O2
Source: the OMol25 dataset
Level of theory: ωB97M-V/def2-TZVPD

Frontier orbital gap, eV: 8.50
Charge: 0
DFT total energy, eV: -37196.9823
SMILES: COc1cccc(CN2CCN(C3CCN(c4cccc(C)c4C)CC3)C[C@@H]2CCO)c1
LUMO, Ha: 0.0291

Structure (XYZ):
```
71
C27H39N3O2, DFT ωB97M-V/def2-TZVPD
C 7.25034 2.96699 2.16189
H 7.53916 2.80200 3.19878
O 6.49497 1.84019 1.79344
C 6.00845 1.76721 0.52308
C 6.18470 2.74194 -0.45297
C 5.64432 2.54946 -1.71360
C 4.92887 1.40649 -2.01186
C 4.74568 0.42662 -1.04141
C 5.28991 0.61157 0.21767
H 5.17725 -0.13914 0.98354
C 3.97469 -0.83011 -1.34569
N 2.69664 -0.87116 -0.62854
C 1.89298 0.28486 -1.00299
C 0.55840 0.30518 -0.27101
N -0.16959 -0.89608 -0.61685
C 0.60006 -2.02926 -0.14978
H 0.04956 -2.95086 -0.34208
C 1.94050 -2.09917 -0.89417
C 2.69256 -3.37812 -0.48806
H 3.59759 -3.48080 -1.08742
H 2.05306 -4.23238 -0.71968
C 3.06300 -3.44555 0.99867
O 3.82417 -2.35535 1.44046
H 3.41046 -1.55318 1.07447
H 3.66967 -4.33849 1.18019
H 2.14708 -3.53966 1.60267
H 1.71388 -2.16941 -1.97660
H 0.79609 -1.95287 0.93192
C -1.57592 -0.88450 -0.24820
C -2.37626 -1.84330 -1.13750
C -3.80580 -2.00413 -0.57134
N -4.21297 -0.95809 0.33549
C -4.77768 0.22036 -0.16932
C -4.54677 0.64738 -1.47656
C -5.11016 1.81627 -1.94837
C -5.89834 2.58936 -1.11904
C -6.17866 2.16648 0.17363
C -5.65008 0.96475 0.64463
C -6.07150 0.45247 1.99231
H -5.88615 -0.61449 2.06340
H -5.54148 0.95537 2.80178
H -7.13578 0.62567 2.13826
C -7.07310 3.00070 1.04328
H -7.26539 3.96351 0.57624
H -8.03068 2.50362 1.20107
H -6.62014 3.17099 2.01853
H -6.31458 3.51862 -1.48008
H -4.91515 2.13354 -2.96265
H -3.91375 0.07154 -2.13113
C -3.36512 -0.86546 1.51280
C -1.89628 -1.21856 1.21541
H -1.72190 -2.28230 1.38691
H -1.24758 -0.65609 1.88830
H -3.74075 -1.54389 2.29146
H -3.42155 0.15481 1.89322
H -3.86100 -2.93905 -0.00143
H -4.53840 -2.06653 -1.37771
H -1.88952 -2.81826 -1.16520
H -2.38554 -1.46032 -2.15786
H -1.92910 0.13522 -0.44450
H -0.01072 1.18016 -0.59235
H 0.74276 0.38460 0.81531
H 2.45826 1.18537 -0.75467
H 1.69250 0.28240 -2.08846
H 4.57712 -1.67852 -1.01876
H 3.81156 -0.91010 -2.43465
H 4.51272 1.27213 -2.99950
H 5.78702 3.30769 -2.46969
H 6.73820 3.64491 -0.24917
H 8.15176 3.06680 1.54810
H 6.66142 3.88795 2.09397
```

For reference, the natural (NBO) charges in units of e are: number 1, C, carries -0.25; number 2, H, carries 0.20; number 3, O, carries -0.51; number 4, C, carries 0.39; number 5, C, carries -0.33; number 6, C, carries -0.19; number 7, C, carries -0.24; number 8, C, carries -0.01; number 9, C, carries -0.29; number 10, H, carries 0.23; number 11, C, carries -0.24; number 12, N, carries -0.47; number 13, C, carries -0.23; number 14, C, carries -0.21; number 15, N, carries -0.45; number 16, C, carries -0.24; number 17, H, carries 0.21; number 18, C, carries -0.04; number 19, C, carries -0.44; number 20, H, carries 0.21; number 21, H, carries 0.22; number 22, C, carries -0.06; number 23, O, carries -0.75; number 24, H, carries 0.49; number 25, H, carries 0.18; number 26, H, carries 0.15; number 27, H, carries 0.18; number 28, H, carries 0.17; number 29, C, carries -0.03; number 30, C, carries -0.42; number 31, C, carries -0.22; number 32, N, carries -0.48; number 33, C, carries 0.26; number 34, C, carries -0.30; number 35, C, carries -0.19; number 36, C, carries -0.23; number 37, C, carries 0.01; number 38, C, carries -0.07; number 39, C, carries -0.64; number 40, H, carries 0.23; number 41, H, carries 0.21; number 42, H, carries 0.22; number 43, C, carries -0.63; number 44, H, carries 0.22; number 45, H, carries 0.22; number 46, H, carries 0.22; number 47, H, carries 0.20; number 48, H, carries 0.21; number 49, H, carries 0.21; number 50, C, carries -0.20; number 51, C, carries -0.44; number 52, H, carries 0.20; number 53, H, carries 0.22; number 54, H, carries 0.19; number 55, H, carries 0.21; number 56, H, carries 0.19; number 57, H, carries 0.22; number 58, H, carries 0.20; number 59, H, carries 0.21; number 60, H, carries 0.20; number 61, H, carries 0.21; number 62, H, carries 0.17; number 63, H, carries 0.22; number 64, H, carries 0.17; number 65, H, carries 0.22; number 66, H, carries 0.18; number 67, H, carries 0.21; number 68, H, carries 0.21; number 69, H, carries 0.22; number 70, H, carries 0.17; number 71, H, carries 0.17

Formula: C27H39N3O5PPdS
Source: the OMol25 dataset
Level of theory: ωB97M-V/def2-TZVPD

Frontier orbital gap, eV: 7.96
Charge: +1
DFT total energy, eV: -66943.1598
LUMO, Ha: -0.1212

Structure (XYZ):
```
77
C27H39N3O5PPdS, DFT ωB97M-V/def2-TZVPD
Pd -0.72278 -0.56884 0.53393
C -2.52508 -1.23069 -3.98321
N -3.22499 -1.00137 -2.72670
C -4.51477 -1.40459 -2.42682
C -4.78181 -1.01265 -1.17138
N -3.64394 -0.35765 -0.70309
C -2.68393 -0.37146 -1.67157
S -1.12313 0.29997 -1.60122
C -3.56795 0.34534 0.51654
C -4.69611 0.98031 1.00587
C -4.61914 1.63754 2.22075
C -3.41387 1.65564 2.90036
C -2.32396 1.02170 2.33756
N -2.40356 0.37585 1.16659
H -3.19852 -1.74485 -4.66256
H -1.64114 -1.84099 -3.80930
H -2.22250 -0.28147 -4.41973
H -5.11564 -1.95029 -3.13139
H -5.64805 -1.16148 -0.55438
H -5.60760 0.97103 0.42666
H -5.48919 2.13769 2.62263
H -3.30513 2.15176 3.85299
H -1.35393 1.00067 2.81136
C 1.74925 -0.60112 4.66588
C 2.74714 -0.76132 3.52757
C 3.72245 -1.89661 3.78519
C 3.46665 0.54710 3.24963
O 2.02788 -1.03096 2.26935
P 0.84902 -2.07177 2.13755
O 1.01599 -3.36416 2.79529
O -0.50119 -1.32627 2.36695
O 0.81919 -2.07690 0.46320
C 0.63334 -3.33199 -0.31679
C -0.70723 -3.95020 0.03857
C 0.68643 -2.88769 -1.76618
C 1.79726 -4.26092 -0.00774
H 2.27647 -0.33616 5.58219
H 1.20762 -1.53112 4.84457
H 1.03823 0.19247 4.43374
H 4.31887 -1.67554 4.67085
H 4.39787 -2.00982 2.93663
H 3.18812 -2.83151 3.94203
H 4.04027 0.85370 4.12411
H 2.73901 1.32344 3.01113
H 4.15076 0.43157 2.40858
H -1.52227 -3.25428 -0.18079
H -0.73985 -4.21839 1.09378
H -0.85808 -4.85352 -0.55322
H -0.10662 -2.17234 -1.98491
H 0.56957 -3.75657 -2.41434
H 1.64617 -2.41878 -1.98408
H 1.77393 -4.59509 1.02595
H 2.74226 -3.75253 -0.20181
H 1.73462 -5.12843 -0.66503
C 2.15934 3.06653 -4.89577
C 1.68518 2.99953 -3.47218
C 0.68014 3.83924 -3.01168
C 0.25201 3.79862 -1.69327
C -0.84537 4.73418 -1.25051
C 0.83075 2.86765 -0.81573
C 0.32823 2.80323 0.56449
O 0.42801 1.82062 1.27392
C 1.84961 1.99435 -1.26231
C 2.53817 0.99061 -0.37376
C 2.25758 2.09487 -2.58292
H 1.61281 3.81768 -5.46288
H 2.03401 2.10276 -5.39156
H 3.22071 3.31462 -4.93633
H 0.22589 4.54809 -3.69432
H -1.19816 5.32353 -2.09461
H -0.49834 5.43183 -0.48633
H -1.70078 4.19412 -0.84064
H -0.16776 3.70672 0.95415
H 2.90301 1.46078 0.53994
H 3.39021 0.56553 -0.90440
H 1.88594 0.17366 -0.06157
H 3.05242 1.44582 -2.93348
```

For reference, the Löwdin charges in units of e are: number 1, Pd, carries 0.83; number 2, C, carries 0.00; number 3, N, carries -0.10; number 4, C, carries -0.01; number 5, C, carries -0.01; number 6, N, carries 0.01; number 7, C, carries -0.64; number 8, S, carries 0.79; number 9, C, carries -0.23; number 10, C, carries 0.02; number 11, C, carries -0.02; number 12, C, carries -0.01; number 13, C, carries -0.08; number 14, N, carries 0.00; number 15, H, carries 0.10; number 16, H, carries 0.09; number 17, H, carries 0.10; number 18, H, carries 0.14; number 19, H, carries 0.13; number 20, H, carries 0.12; number 21, H, carries 0.13; number 22, H, carries 0.12; number 23, H, carries 0.11; number 24, C, carries -0.03; number 25, C, carries -0.60; number 26, C, carries -0.02; number 27, C, carries -0.03; number 28, O, carries -0.17; number 29, P, carries 0.31; number 30, O, carries -0.21; number 31, O, carries -0.36; number 32, O, carries -0.29; number 33, C, carries -0.60; number 34, C, carries -0.02; number 35, C, carries -0.04; number 36, C, carries -0.02; number 37, H, carries 0.10; number 38, H, carries 0.09; number 39, H, carries 0.09; number 40, H, carries 0.10; number 41, H, carries 0.09; number 42, H, carries 0.08; number 43, H, carries 0.10; number 44, H, carries 0.08; number 45, H, carries 0.09; number 46, H, carries 0.07; number 47, H, carries 0.09; number 48, H, carries 0.10; number 49, H, carries 0.01; number 50, H, carries 0.10; number 51, H, carries 0.10; number 52, H, carries 0.08; number 53, H, carries 0.10; number 54, H, carries 0.10; number 55, C, carries -0.04; number 56, C, carries -0.25; number 57, C, carries 0.00; number 58, C, carries -0.22; number 59, C, carries -0.04; number 60, C, carries -0.16; number 61, C, carries -0.19; number 62, O, carries -0.02; number 63, C, carries -0.21; number 64, C, carries -0.03; number 65, C, carries -0.01; number 66, H, carries 0.08; number 67, H, carries 0.09; number 68, H, carries 0.09; number 69, H, carries 0.12; number 70, H, carries 0.08; number 71, H, carries 0.09; number 72, H, carries 0.08; number 73, H, carries 0.13; number 74, H, carries 0.08; number 75, H, carries 0.09; number 76, H, carries 0.04; number 77, H, carries 0.12

So what do the calculations give for energy relative to the best compared isomer or geometry (same formula, charge and spin)? Going down the list: 190.26 0.00 kJ/mol.